one.
Below is a 2-piece molecular cluster, C4H12 overall, with properties calculated with ωB97M-V/def2-TZVPD.

Charge   +1
Kohn-Sham gap (spin up / spin down)   12.4 / 4.2 eV
Spin multiplicity   2
HOMO level (spin up / spin down)   -15.68 / -15.53 eV

Atoms and positions in Å:
C  -1.076  1.528  -1.469
C  0.679  -1.907  1.652
C  0.148  -0.477  1.519
C  0.253  0.895  -1.693
H  0.976  1.198  -0.945
H  -2.007  0.940  -1.296
H  0.869  -2.450  0.735
H  0.468  0.095  2.395
H  0.628  0.931  -2.722
H  1.607  -1.914  2.234
H  -0.946  2.290  -0.702
H  -0.931  -0.472  1.404
H  0.703  0.062  0.733
H  0.015  -2.475  2.310
H  -1.431  1.937  -2.467
H  0.082  -0.230  -1.478

---

two.
Below is a 2-piece molecular cluster, C4H12 overall, with properties calculated with ωB97M-V/def2-TZVPD.

Charge   +1
Kohn-Sham gap (spin up / spin down)   12.9 / 3.7 eV
Spin multiplicity   2
HOMO level (spin up / spin down)   -16.10 / -15.40 eV

Atoms and positions in Å:
C  1.140  0.656  2.342
C  0.548  1.591  1.249
C  -0.457  -1.395  -2.405
C  -1.210  -0.833  -1.192
H  -0.524  1.195  1.112
H  1.207  -0.328  1.920
H  -0.626  -2.412  -2.375
H  -0.735  -0.970  -3.363
H  2.085  1.153  2.437
H  -1.196  0.241  -1.145
H  1.167  1.440  0.315
H  0.599  -1.265  -2.209
H  0.483  0.733  3.351
H  -0.765  -1.335  -0.314
H  0.425  2.546  1.600
H  -2.249  -1.114  -1.292

---

three.
Below is a 2-piece molecular cluster, C4H12 overall, with properties calculated with ωB97M-V/def2-TZVPD.

Charge   +1
Kohn-Sham gap (spin up / spin down)   13.2 / 5.3 eV
Spin multiplicity   2
HOMO level (spin up / spin down)   -16.34 / -15.95 eV

Atoms and positions in Å:
C  1.070  -0.587  -0.449
C  -1.584  1.284  0.064
C  1.506  -1.929  -0.983
C  -0.908  1.292  1.414
H  1.123  -0.422  0.631
H  0.907  -2.699  -0.508
H  -0.082  2.001  1.289
H  -2.451  0.610  0.121
H  -1.514  1.443  2.321
H  1.298  -1.997  -2.048
H  -1.619  2.339  -0.210
H  2.561  -2.143  -0.755
H  1.471  0.284  -0.981
H  -0.665  0.230  1.610
H  -1.081  0.807  -0.832
H  -0.032  -0.513  -0.685

---

Most stable of them? three.

---

one.
Below is C5H15N3 as an isolated structure, with properties calculated with ωB97M-V/def2-TZVPD.

Charge   0
Kohn-Sham gap   7.9 eV
HOMO level   -7.19 eV

Atoms and positions in Å:
N  1.363  -1.548  1.322
N  -1.002  1.293  -0.231
N  1.831  0.614  -0.482
C  -1.024  1.674  -1.622
C  0.983  0.302  0.537
C  -0.261  -0.384  0.357
C  -1.168  -0.593  1.546
C  -0.482  -1.333  -0.795
H  -0.651  2.081  0.312
H  1.064  0.940  1.408
H  -1.498  -1.197  -1.163
H  -0.952  0.117  2.344
H  0.198  -1.166  -1.630
H  -1.027  -1.598  1.938
H  -1.590  2.603  -1.767
H  -1.532  0.905  -2.211
H  -0.028  1.846  -2.074
H  2.631  1.192  -0.291
H  2.208  -1.698  0.772
H  1.649  -1.294  2.267
H  -2.198  -0.449  1.228
H  -0.352  -2.356  -0.448
H  1.840  0.049  -1.316

---

two.
Below is a 3-piece molecular cluster, C5H15N3 overall, with properties calculated with ωB97M-V/def2-TZVPD.

Charge   0
Kohn-Sham gap (spin up / spin down)   8.9 / 6.9 eV
HOMO level (spin up / spin down)   -8.28 / -6.66 eV

Atoms and positions in Å:
N  1.579  0.074  -0.013
N  0.064  -1.567  0.313
N  0.242  -1.863  1.617
C  -0.659  1.231  0.072
C  -1.634  -1.058  -1.338
C  1.923  0.116  -1.413
C  -1.029  -0.837  0.028
C  -0.281  1.800  1.406
H  1.074  -0.207  -2.021
H  2.765  -0.547  -1.667
H  1.201  -2.103  1.818
H  -2.247  -0.210  -1.653
H  -0.980  2.588  1.717
H  0.737  2.189  1.396
H  -0.110  1.594  -0.784
H  2.324  0.575  0.486
H  -0.273  -1.331  2.315
H  -2.270  -1.949  -1.335
H  2.212  1.123  -1.770
H  -1.728  1.268  -0.122
H  -0.856  -1.208  -2.086
H  -1.752  -0.717  0.841
H  -0.303  1.040  2.192

---

Most stable of them? one.

---

one.
Below is C5H15N3 in the gas phase, with properties calculated with ωB97M-V/def2-TZVPD.

Charge   0
Kohn-Sham gap   10.2 eV
HOMO level   -9.15 eV
Structure (SMILES)   NCCCCNCN

Atoms and positions in Å:
N  2.861  -0.086  0.948
N  -3.642  -0.218  0.621
N  -1.303  0.034  -0.055
C  -0.265  1.023  -0.308
C  -2.438  0.598  0.689
C  1.903  -1.083  0.462
C  1.315  -0.882  -0.954
C  0.841  0.532  -1.270
H  -3.473  -1.109  1.079
H  0.451  -1.538  -1.043
H  2.102  -1.168  -1.643
H  2.411  -2.048  0.439
H  -3.803  -0.452  -0.356
H  0.266  1.409  0.579
H  1.154  -1.163  1.241
H  2.422  0.829  0.933
H  -0.922  -0.696  0.543
H  1.647  1.264  -1.176
H  -2.667  1.578  0.274
H  3.659  -0.008  0.324
H  0.491  0.562  -2.304
H  -2.220  0.755  1.739
H  -0.792  1.866  -0.763

---

two.
Below is C5H15N3 in the gas phase, with properties calculated with ωB97M-V/def2-TZVPD.

Charge   0
Kohn-Sham gap   9.6 eV
HOMO level   -8.46 eV
Structure (SMILES)   CN[C@@H](C)CNCN

Atoms and positions in Å:
N  2.231  2.246  1.555
N  -1.599  -1.040  -1.241
N  0.892  0.930  0.033
C  0.521  -0.502  -0.219
C  2.201  1.006  0.694
C  -2.055  0.126  -1.962
C  -1.076  -2.044  1.023
C  -1.019  -0.826  0.080
H  -1.777  -1.782  1.817
H  -2.200  -0.175  -2.996
H  1.019  1.300  -0.907
H  0.739  -0.758  -1.270
H  2.346  0.274  1.482
H  1.136  -1.290  0.231
H  -1.228  0.837  -1.896
H  1.866  2.085  2.490
H  -1.376  -2.957  0.509
H  -0.172  -2.325  1.574
H  -3.033  0.600  -1.743
H  1.609  2.931  1.150
H  -2.284  -1.782  -1.280
H  -1.522  0.024  0.525
H  3.102  1.134  0.082

---

Most stable of them? one.

---

one.
Below is C5H15N3 in the gas phase, with properties calculated with ωB97M-V/def2-TZVPD.

Charge   0
Kohn-Sham gap   8.5 eV
HOMO level   -7.58 eV
Structure (SMILES)   CN(CCN)CCN

Atoms and positions in Å:
N  -2.264  0.875  -2.127
N  -0.533  -0.130  1.088
N  2.937  -0.888  0.438
C  0.497  -1.108  0.908
C  1.612  -0.841  -0.152
C  -1.550  0.052  0.089
C  -0.147  1.051  1.828
C  -1.098  0.473  -1.345
H  0.033  -2.082  0.726
H  1.038  -1.193  1.845
H  -0.845  1.862  1.647
H  3.489  -0.080  0.204
H  -0.034  0.788  2.885
H  1.486  -1.528  -0.985
H  3.430  -1.736  0.208
H  -2.554  0.208  -2.819
H  -0.366  1.277  -1.349
H  -2.076  -0.884  -0.080
H  0.825  1.488  1.523
H  -0.649  -0.370  -1.836
H  1.411  0.120  -0.628
H  -2.256  0.828  0.375
H  -2.385  1.818  -2.445

---

two.
Below is C5H15N3 in the gas phase, with properties calculated with ωB97M-V/def2-TZVPD.

Charge   0
Kohn-Sham gap   9.2 eV
HOMO level   -8.10 eV
Structure (SMILES)   C[C@@H](N)N(C)[C@@H](C)N

Atoms and positions in Å:
N  2.036  -0.692  0.539
N  -0.239  0.163  -0.532
N  -0.279  -2.096  0.095
C  -0.852  1.470  -0.558
C  2.148  1.568  -0.283
C  -0.831  -0.766  0.402
C  1.492  0.208  -0.371
C  -2.367  -0.797  0.360
H  3.116  1.473  0.204
H  1.597  -1.612  0.482
H  -0.538  -0.545  1.454
H  2.049  -0.363  1.497
H  1.331  -0.239  -1.391
H  -1.881  1.413  -0.916
H  -2.801  0.135  0.715
H  -2.728  -1.593  1.012
H  -2.708  -0.989  -0.657
H  -0.414  -2.271  -0.896
H  -0.778  -2.811  0.615
H  2.281  2.021  -1.268
H  -0.304  2.107  -1.250
H  -0.871  1.971  0.425
H  1.544  2.245  0.321

---

Most stable of them? one.